89
Properties=species:S:1:pos:R:3:forces:R:3:lowdin_charge:R:1 method="wB97M-V/def2-TZVPD" orbital_gap_ev=8.35 e_homo_ev=-8.1165 relative_energy_kcal_mol=35.8 total_charge=0 spin_multiplicity=1 fmax_ev_per_a=1.86
Sc -0.064922 -0.304370 0.371512 1.5 0.2 -1.1 0.47
O 5.320960 -1.810310 -0.367984 0.0 0.0 0.0 0.05
C 5.166762 -0.580343 -0.963939 0.1 -0.1 0.0 -0.28
C 6.315712 -0.005062 -1.493865 0.0 0.1 0.0 -0.02
C 6.237987 1.227616 -2.119424 0.0 0.0 0.0 -0.08
C 5.017053 1.890559 -2.219694 0.1 -0.1 0.0 -0.08
C 3.881067 1.301764 -1.689735 0.0 0.0 0.1 -0.02
C 3.938429 0.065220 -1.054454 -0.1 0.1 0.0 -0.11
C 2.672233 -0.565859 -0.509619 -0.2 0.1 -0.2 -0.42
O 1.685275 0.328720 -0.207693 1.3 0.2 -0.3 -0.32
N 2.170795 -1.518526 -1.542806 -0.1 0.2 -0.1 0.05
N 0.832514 -1.715809 -1.520027 0.2 0.1 0.4 -0.05
C 0.336193 -2.791865 -1.974239 -0.5 -0.1 -0.2 -0.18
C -1.119776 -2.953111 -2.082917 0.5 0.3 0.1 -0.61
Br -2.082829 -1.322001 -2.036844 -0.2 -0.1 -0.1 0.89
C -1.777832 -4.094256 -2.228031 0.0 -0.4 0.0 -0.09
C -1.135287 -5.424331 -2.121188 -0.1 0.1 0.0 -0.22
C -1.451478 -6.431179 -3.033721 0.0 0.0 0.0 -0.04
C -0.851496 -7.677431 -2.942938 0.0 0.0 0.0 -0.08
C 0.058814 -7.940302 -1.926016 0.0 0.0 0.0 -0.09
C 0.355600 -6.954957 -0.995395 0.0 0.0 0.0 -0.07
C -0.241524 -5.704340 -1.087617 0.0 0.0 0.1 -0.03
H 4.520330 -2.045465 0.114144 0.0 0.0 0.1 0.08
H 7.254627 -0.538589 -1.405833 0.0 0.0 0.0 0.12
H 7.135446 1.673371 -2.530467 0.0 0.0 0.0 0.10
H 4.956850 2.854997 -2.707624 0.0 0.0 0.0 0.10
H 2.917140 1.792888 -1.745256 0.0 0.0 0.0 0.11
H 2.929030 -1.154910 0.389848 0.0 0.0 0.2 0.11
H 2.739345 -2.344426 -1.696940 0.0 -0.1 0.0 0.14
H 0.961405 -3.615954 -2.312168 0.0 0.0 -0.1 0.14
H -2.848367 -4.064112 -2.397169 0.0 0.0 0.0 0.12
H -2.165941 -6.227889 -3.823703 0.0 0.0 0.0 0.11
H -1.097081 -8.447042 -3.663672 0.0 0.0 0.0 0.10
H 0.521964 -8.916197 -1.850918 0.0 0.0 0.0 0.10
H 1.038577 -7.164926 -0.181702 0.0 0.0 0.0 0.10
H -0.052296 -4.947646 -0.333233 0.0 0.0 0.0 0.12
C 0.353231 3.691956 2.546574 0.2 0.1 0.1 -0.27
As -0.409249 1.947697 2.144069 -0.6 0.2 -0.1 1.13
C -0.849532 1.398673 3.944388 -0.1 -0.1 0.0 -0.28
C -2.139922 2.618912 1.507908 0.0 0.0 -0.1 -0.40
C -3.128463 3.063154 2.376051 0.0 0.0 0.0 -0.09
C -4.357071 3.494107 1.892761 0.0 0.0 0.0 -0.08
C -4.604401 3.485612 0.529707 0.0 0.0 0.0 -0.08
C -3.617967 3.054018 -0.348460 0.0 0.1 0.1 -0.10
C -2.385526 2.626079 0.130232 0.0 0.0 0.0 -0.40
As -1.001411 1.937590 -1.067147 -0.4 0.2 0.2 1.13
C -1.858912 2.176445 -2.781902 0.0 -0.1 -0.2 -0.32
C 0.193491 3.471631 -1.145399 0.2 0.0 0.0 -0.28
H -0.406453 4.263973 3.074230 0.0 0.1 0.0 0.03
H 0.634612 4.213861 1.635661 0.0 0.0 0.0 0.01
H 1.231828 3.581135 3.179893 0.0 0.1 0.0 0.02
H -1.352821 2.203445 4.473148 0.0 0.0 0.1 0.02
H 0.079433 1.150763 4.449037 0.1 0.0 0.1 0.01
H -1.473258 0.505409 3.907767 0.0 0.0 0.0 0.03
H -2.958571 3.061942 3.444543 0.0 0.0 0.0 0.09
H -5.122730 3.823136 2.583608 0.0 0.0 0.0 0.10
H -5.565309 3.804982 0.146155 0.0 0.0 0.0 0.10
H -3.828607 3.047568 -1.409847 0.0 0.0 0.0 0.09
H -2.718212 1.518189 -2.887937 0.0 0.0 0.0 0.01
H -1.133188 1.919587 -3.551253 0.0 0.0 0.0 0.03
H -2.162413 3.214721 -2.893674 0.0 0.0 -0.1 0.03
H -0.355320 4.371208 -0.881346 0.0 0.1 0.0 0.04
H 0.580154 3.556961 -2.160501 0.0 0.0 0.0 0.03
H 1.033423 3.324771 -0.469051 0.0 0.0 0.0 0.00
C 5.363071 0.583446 2.291447 -0.1 0.0 0.1 -0.04
N 3.972181 0.497062 2.733000 0.0 0.2 -0.1 -0.18
C 3.259673 1.764840 2.646454 0.1 -0.2 0.0 -0.08
C 3.319132 -0.661481 2.965241 0.0 0.1 -0.2 -0.73
S 1.644278 -0.809115 2.949869 0.1 -0.2 0.2 0.79
N 4.117353 -1.760304 3.198326 0.0 0.0 0.1 -0.22
C 3.528952 -3.093014 3.107258 0.1 0.1 0.0 -0.10
C 5.131503 -1.682395 4.253532 0.0 0.0 -0.1 -0.05
H 5.405296 1.215905 1.403811 0.0 0.0 0.0 0.09
H 5.746172 -0.398151 2.036124 0.0 -0.1 0.0 0.08
H 5.995889 1.032777 3.060898 0.0 0.0 0.0 0.09
H 3.859742 2.540291 3.127246 0.0 0.0 0.0 0.10
H 2.307568 1.673286 3.152411 0.0 0.0 0.1 0.02
H 3.079566 2.036771 1.603499 0.0 0.0 0.0 0.09
H 2.815243 -3.138553 2.289471 0.0 0.0 0.0 0.06
H 3.001976 -3.365516 4.025450 0.0 0.0 0.0 0.09
H 4.339486 -3.803144 2.933759 0.0 0.0 0.0 0.09
H 5.375029 -0.652704 4.488793 0.0 0.0 0.0 0.08
H 6.043228 -2.200357 3.952722 0.0 0.0 0.0 0.09
H 4.745219 -2.156811 5.160793 0.0 0.0 0.0 0.09
O -0.211883 -2.194769 0.999995 -0.6 -0.3 0.2 -0.54
Se -1.779171 -1.964843 1.633724 -1.1 -1.0 0.9 0.81
O -1.775465 -2.027617 3.252180 0.1 0.1 -0.9 -0.44
O -1.895972 -0.329957 1.146740 -0.9 -0.4 0.6 -0.59
O -2.835280 -2.898396 0.842370 0.5 0.5 0.4 -0.44



86
Properties=species:S:1:pos:R:3:forces:R:3:lowdin_charge:R:1 method="wB97M-V/def2-TZVPD" orbital_gap_ev="7.43 / 7.36" e_homo_ev="-7.5636 / -7.5526" s2=0.75 relative_energy_kcal_mol=0.0 total_charge=0 spin_multiplicity=2 fmax_ev_per_a=2.61
Ru 0.140655 -0.260988 0.041681 -2.2 -1.2 -0.8 1.43
N -1.265426 -2.037704 0.413596 0.3 0.2 0.5 -0.02
C -1.765286 -2.158471 1.786492 0.0 0.0 0.0 -0.16
C -1.161642 -1.061830 2.662861 0.0 0.3 -0.1 -0.67
O -1.316960 -1.086061 3.871401 -0.1 -0.1 -0.1 0.04
O -0.549751 -0.145649 1.999542 -0.1 0.3 0.5 -0.19
H -2.000507 -1.957867 -0.274716 0.0 -0.1 0.1 0.02
H -0.665842 -2.808674 0.151237 -0.1 -0.1 -0.1 0.09
H -1.544321 -3.130550 2.224675 0.0 0.0 -0.1 0.11
H -2.843669 -2.025307 1.810698 -0.1 -0.1 0.0 0.08
C 2.444386 -4.554837 2.499154 0.0 0.0 0.0 -0.05
C 1.414515 -3.452682 2.777204 0.1 0.0 0.0 -0.36
C 0.421209 -3.957548 3.830452 0.0 0.0 0.0 -0.07
C 2.087068 -2.151696 3.205970 -0.1 0.0 0.1 -0.12
C 2.638348 -2.109573 4.483158 0.0 0.0 0.0 -0.03
C 3.227524 -0.960613 4.970307 0.0 0.0 0.0 -0.06
C 3.259775 0.174897 4.181193 0.0 0.0 0.0 -0.03
C 2.727548 0.182783 2.896655 0.1 0.1 0.1 -0.13
C 2.863627 1.416396 2.031669 0.0 0.0 -0.1 -0.37
C 2.671177 2.707524 2.826422 0.0 0.0 0.0 -0.07
C 4.214218 1.411570 1.308901 0.0 0.0 0.0 -0.04
C 2.163884 -0.994839 2.407685 -0.3 -0.4 -0.1 -0.14
N 1.712859 -1.094058 1.033973 0.7 0.0 0.2 -0.03
C 2.390082 -1.910801 0.291888 0.0 0.2 0.1 -0.07
C 1.888773 -2.250921 -0.967353 0.1 0.1 -0.2 -0.31
C 2.382937 -3.116576 -1.926977 0.0 0.0 -0.1 -0.02
C 1.422282 -3.137270 -2.927686 -0.1 -0.1 0.0 -0.04
C 0.365660 -2.294849 -2.547813 0.0 0.0 0.0 -0.21
N 0.664074 -1.719445 -1.340518 0.2 -0.2 -0.5 -0.02
C -0.859652 -2.139264 -3.447987 0.2 0.1 0.2 -0.52
C -0.549285 -1.090666 -4.527123 -0.1 0.0 0.0 -0.02
C -1.148551 -3.476194 -4.146166 0.0 0.0 -0.1 -0.06
C -2.123286 -1.758856 -2.681847 -0.1 -0.1 0.0 -0.06
H 1.943587 -5.479855 2.204964 0.0 0.0 0.0 0.08
H 3.025970 -4.759282 3.400733 0.0 0.0 0.0 0.08
H 3.144875 -4.288296 1.707380 0.0 0.0 0.0 0.06
H 0.861099 -3.268204 1.855048 0.0 0.0 0.0 0.10
H 0.946517 -4.331664 4.711782 0.0 0.0 0.0 0.08
H -0.154893 -4.792994 3.423035 0.0 0.0 0.0 0.08
H -0.265789 -3.174699 4.151453 0.0 0.0 0.0 0.07
H 2.593829 -2.992501 5.108753 0.0 0.0 0.0 0.11
H 3.655571 -0.945363 5.964822 0.0 0.0 0.0 0.10
H 3.724541 1.069695 4.571233 0.0 0.0 0.0 0.11
H 2.084328 1.369508 1.273826 -0.1 0.0 0.0 0.08
H 3.460269 2.848917 3.565965 0.0 0.0 0.0 0.07
H 1.710853 2.708925 3.345861 0.0 0.0 0.0 0.09
H 2.708537 3.570085 2.159890 0.0 0.0 0.0 0.07
H 5.035338 1.472982 2.027797 0.0 0.0 0.0 0.08
H 4.293153 2.262754 0.626966 0.0 0.0 0.0 0.08
H 4.343903 0.500457 0.721535 0.0 0.0 0.0 0.08
H 3.311089 -2.349751 0.659389 0.0 -0.1 0.0 0.14
H 3.313175 -3.661718 -1.876893 0.0 0.0 0.0 0.11
H 1.449356 -3.722334 -3.831980 0.0 0.0 0.0 0.10
H 0.341761 -1.378004 -5.087237 0.0 0.0 0.0 0.09
H -0.366552 -0.103681 -4.104005 0.0 0.0 0.0 0.07
H -1.387620 -1.016180 -5.226741 0.0 0.0 0.0 0.09
H -0.373908 -3.741232 -4.865185 0.0 0.0 0.0 0.07
H -2.091945 -3.399110 -4.692896 0.0 0.0 0.0 0.09
H -1.236738 -4.288243 -3.422016 0.0 0.0 0.0 0.09
H -1.917186 -1.018858 -1.922972 0.0 0.2 0.0 0.01
H -2.560540 -2.639452 -2.199500 0.0 0.0 0.0 0.09
H -2.876277 -1.351996 -3.360924 0.0 0.0 0.0 0.10
Br -3.688675 0.255786 0.400585 0.0 0.0 0.1 0.91
C -2.687628 1.366084 -0.742718 0.1 -0.1 -0.1 -0.70
C -3.315598 2.508840 -1.208127 0.0 0.0 -0.1 -0.10
C -2.629247 3.319840 -2.092472 -0.1 0.1 0.0 -0.03
C -1.351356 2.960297 -2.471958 0.0 -0.1 -0.1 0.02
C -0.801237 1.816986 -1.926524 -0.1 -0.1 -0.1 -0.20
N -1.452665 1.012067 -1.074290 0.1 0.0 0.3 0.01
C 0.645723 1.497611 -2.184471 0.1 -0.1 0.0 -0.62
O 1.202189 1.929699 -3.172319 0.0 0.1 0.0 0.09
O 1.215762 0.824135 -1.237479 0.9 0.3 0.0 -0.17
H -4.320431 2.737009 -0.886088 0.0 0.0 0.0 0.10
H -3.090996 4.221459 -2.473579 0.0 0.0 0.0 0.12
H -0.754035 3.539940 -3.160325 0.0 0.0 0.0 0.13
C -1.332295 3.990531 2.526697 0.0 0.0 -0.1 -0.06
N -0.299449 4.252864 1.539916 0.0 0.1 0.0 0.02
C 0.213400 3.254657 0.773961 -0.2 -0.3 0.1 -0.60
N 1.156166 3.610267 -0.146112 0.0 0.1 0.0 0.20
O -0.183175 2.094200 0.894106 0.3 0.7 0.2 -0.05
H -1.102770 4.510610 3.455737 0.0 0.0 0.0 0.08
H -1.352886 2.920251 2.715870 0.0 0.0 0.0 0.09
H -2.317226 4.305017 2.174451 0.0 0.0 0.0 0.08
H -0.078723 5.204279 1.306269 0.0 0.0 0.0 0.13
H 1.621385 4.497420 -0.088624 0.1 0.0 0.0 0.11
H 1.642342 2.848064 -0.593319 0.1 0.0 0.1 0.08